[1]
Density functional theory data (ωB97M-V/def2-TZVPD) for a gas-phase ion, C6H9N3 (charge +2) in a non-equilibrium geometry.

The geometry in ORCA input format:
```
! RIJCOSX wB97M-V def2-TZVPD def2/J DEFGRID3
* xyz 2 1
C 0.43 1.93 0.46
N 0.64 0.80 0.85
N 0.85 -0.40 0.73
C 2.07 -0.97 1.35
C 0.04 -1.38 0.15
C -1.06 -1.45 -0.54
N -1.86 -0.45 -1.19
C -1.54 0.76 -1.21
C -1.22 1.99 -1.15
H 0.26 3.00 0.69
H 2.73 -0.12 1.64
H 1.81 -1.54 2.20
H 2.55 -1.45 0.55
H 0.38 -2.32 0.47
H -1.28 -2.54 -0.80
H -2.52 -0.92 -1.80
H -1.70 2.67 -0.51
H -0.58 2.41 -1.89
*
```

Properties
Energy relative to the best compared isomer or geometry (same formula, charge and spin), kJ/mol: 369.1
SMILES: C#[N+]N(C)/C=C\[NH+]=C=C
HOMO level (spin up / spin down), eV: -18.178 / -18.178
E_tot, eV: -10813.7350

---

[2]
Density functional theory data (ωB97M-V/def2-TZVPD) for C13H18O2 in the gas phase in a non-equilibrium geometry.

The geometry in ORCA input format:
```
! RIJCOSX wB97M-V def2-TZVPD def2/J DEFGRID3
* xyz 0 1
C -4.87 -1.36 0.49
C -4.68 0.14 0.10
C -3.53 0.83 -0.02
C -2.14 0.39 -0.12
C -1.85 -0.82 -0.57
C -0.52 -1.20 -0.91
C 0.49 -0.50 -0.33
O 1.88 -0.66 -0.41
C 2.49 -1.09 0.86
C 3.91 -1.48 0.47
C 4.64 -0.32 -0.23
C 0.18 0.86 0.15
O 1.23 1.67 0.58
C 1.97 2.33 -0.39
C -1.12 1.32 0.25
H -6.07 -1.51 0.93
H -4.76 -1.98 -0.59
H -4.00 -1.74 1.19
H -5.51 0.73 0.01
H -3.63 1.96 -0.10
H -2.64 -1.50 -0.91
H -0.32 -2.11 -1.61
H 1.84 -1.84 1.30
H 2.48 -0.26 1.56
H 3.83 -2.34 -0.27
H 4.49 -1.79 1.30
H 5.71 -0.53 -0.38
H 4.41 0.67 0.31
H 4.20 -0.38 -1.29
H 2.36 1.61 -1.29
H 1.34 3.20 -0.81
H 2.72 2.84 0.19
H -1.28 2.33 0.57
*
```

Properties
Energy relative to the best compared isomer or geometry (same formula, charge and spin), kJ/mol: 401.9
SMILES: C/C=C\c1ccc(OCCC)c(OC)c1
HOMO level, eV: -8.285
E_tot, eV: -17863.9825

---

[3]
Density functional theory data (ωB97M-V/def2-TZVPD) for 2 unconnected molecules or ions with the total composition C9H14O in a non-equilibrium geometry.

The geometry in ORCA input format:
```
! RIJCOSX wB97M-V def2-TZVPD def2/J DEFGRID3
* xyz 0 1
C 0.19 -2.18 -1.21
C 0.90 -0.94 -0.66
C 1.79 -1.07 0.40
C 2.68 -0.03 0.61
C 2.36 1.25 0.12
C 1.39 1.39 -0.84
C 0.69 0.26 -1.32
H 0.93 -2.75 -1.77
H -0.62 -1.95 -1.89
H -0.26 -2.86 -0.49
H 1.87 -1.95 1.02
H 3.61 -0.10 1.16
H 3.09 2.00 0.40
H 1.24 2.36 -1.30
H 0.02 0.51 -2.11
C -2.69 0.78 1.73
C -1.69 0.42 0.68
O -2.09 0.44 -0.70
H -3.65 0.31 1.46
H -2.92 1.85 1.66
H -2.41 0.50 2.74
H -0.78 1.05 0.65
H -1.35 -0.62 0.67
H -2.30 1.33 -1.02
*
```

Properties
Energy relative to the best compared isomer or geometry (same formula, charge and spin), kJ/mol: 114.5
SMILES: Cc1ccccc1.CCO
HOMO level, eV: -8.873
E_tot, eV: -11606.4497

---

[4]
Density functional theory data (ωB97M-V/def2-TZVPD) for a molecular structure, C34H35BCl5MnN8O2 in a non-equilibrium geometry.

The geometry in ORCA input format:
```
! RIJCOSX wB97M-V def2-TZVPD def2/J DEFGRID3
* xyz 1 4
Mn -0.07 -0.17 0.26
B 2.60 -0.86 2.23
N 2.82 -0.33 0.79
C 3.99 -0.15 0.17
C 3.75 0.31 -1.12
C 2.37 0.39 -1.21
N 1.82 -0.02 -0.05
N 1.43 -0.03 2.81
C 1.31 0.56 4.00
C 0.04 1.10 4.10
C -0.58 0.79 2.91
N 0.29 0.12 2.13
H 2.24 -1.99 2.17
H 3.58 -0.68 2.86
H 4.91 -0.35 0.67
H 4.47 0.51 -1.88
H 1.75 0.69 -2.04
H 2.12 0.57 4.70
H -0.37 1.66 4.92
H -1.58 1.00 2.57
C -3.57 4.35 -0.12
C -3.52 3.00 -0.81
N -2.34 2.30 -0.33
C -1.15 2.87 -0.04
N -0.13 2.08 0.22
C 1.13 2.73 0.59
C 0.92 4.07 1.29
C 0.11 4.93 0.35
N -1.12 4.22 0.02
C -2.24 5.05 -0.38
H -3.71 4.21 0.95
H -4.39 4.95 -0.51
H -3.48 3.12 -1.90
H -4.40 2.40 -0.57
H -2.35 1.30 -0.36
H 1.73 2.89 -0.32
H 1.70 2.07 1.24
H 1.88 4.54 1.51
H 0.38 3.91 2.22
H 0.68 5.14 -0.56
H -0.16 5.88 0.82
H -2.15 5.32 -1.44
H -2.20 5.98 0.20
C -6.98 2.51 2.98
C -6.88 1.74 1.70
C -7.77 2.01 0.67
C -7.66 1.38 -0.56
C -6.64 0.48 -0.77
C -5.76 0.14 0.27
N -4.70 -0.70 0.03
C -4.43 -1.44 -1.10
C -5.43 -2.15 -1.78
C -5.13 -2.89 -2.90
C -3.82 -2.95 -3.39
C -2.82 -2.27 -2.72
C -3.10 -1.52 -1.58
C -1.99 -0.83 -0.93
O -0.93 -0.53 -1.53
O -2.06 -0.48 0.31
C -5.90 0.76 1.53
C -5.02 0.39 2.69
H -7.70 3.32 2.88
H -6.02 2.94 3.26
H -7.31 1.88 3.80
H -8.56 2.73 0.83
H -8.35 1.61 -1.35
H -6.49 0.06 -1.75
H -3.88 -0.58 0.64
H -6.44 -2.15 -1.40
H -5.91 -3.45 -3.39
H -3.59 -3.53 -4.27
H -1.80 -2.33 -3.06
H -4.58 -0.60 2.58
H -5.61 0.38 3.61
H -4.23 1.12 2.83
Cl 1.38 -2.17 -2.08
C 0.67 -2.95 -0.72
C 0.14 -2.23 0.35
C -0.48 -3.01 1.34
Cl -1.23 -2.28 2.69
C -0.56 -4.40 1.27
Cl -1.37 -5.30 2.49
C -0.01 -5.08 0.18
Cl -0.15 -6.78 0.05
C 0.61 -4.34 -0.82
Cl 1.26 -5.16 -2.18
*
```

Properties
Energy relative to the best compared isomer or geometry (same formula, charge and spin), kJ/mol: 58.0
HOMO level (spin up / spin down), eV: -9.962 / -9.966
E_tot, eV: -146447.6464

---

[5]
Density functional theory data (ωB97M-V/def2-TZVPD) for 5 unconnected molecules or ions with the total composition C35H37BF33N2O8 in a non-equilibrium geometry.

The geometry in ORCA input format:
```
! RIJCOSX wB97M-V def2-TZVPD def2/J DEFGRID3
* xyz -1 1
C 1.69 -1.63 -5.48
C 1.28 -1.05 -4.01
B 0.20 -1.95 -3.17
O -1.24 -1.51 -3.22
N 0.47 -3.22 -2.38
C 1.01 -2.96 -0.99
C 2.41 -2.10 -0.94
C 2.24 -0.52 -0.56
C 3.73 0.19 -0.85
O 4.69 -0.04 0.04
N 4.02 1.11 -2.02
C 3.49 2.50 -1.74
C 4.64 3.68 -1.46
C 4.07 5.18 -1.10
C 2.46 5.51 -1.03
C 1.35 4.33 -1.35
C 1.87 2.79 -1.71
C -0.15 -2.40 0.08
O -1.47 -2.39 -0.20
O 0.19 -1.93 1.46
C 1.40 -4.47 -0.39
C 0.05 -5.38 -0.08
F 2.42 -5.17 -1.20
H 2.16 -2.70 -5.39
H 0.81 -1.55 -6.25
H 2.55 -0.92 -5.90
H 2.28 -0.85 -3.42
H 0.76 0.01 -4.18
H -1.74 -2.25 -3.71
H 1.16 -3.79 -2.95
H 3.06 -2.58 -0.06
H 3.02 -2.27 -1.92
H 2.03 -0.30 0.59
H 1.37 -0.01 -1.15
H 3.69 0.73 -2.94
H 5.79 3.43 -1.52
H 4.86 6.02 -0.90
H 2.03 6.57 -0.75
H 0.19 4.52 -1.32
H 1.03 2.00 -1.92
H 1.87 -4.25 0.68
H -0.37 -5.06 0.99
H -0.82 -5.19 -0.86
H 0.36 -6.53 -0.03
C 5.27 3.47 4.98
C 5.33 4.70 4.05
C 4.00 5.40 3.82
F 3.08 4.60 3.24
F 4.16 6.46 2.99
F 5.91 4.34 2.87
F 6.19 5.60 4.63
O 5.20 2.20 4.33
C 3.89 1.78 3.94
C 3.74 1.65 2.42
F 3.99 2.83 1.79
F 2.47 1.29 2.09
F 2.97 2.61 4.50
F 3.70 0.57 4.53
H 6.22 3.45 5.52
H 4.51 3.58 5.76
H 3.58 5.78 4.76
H 4.42 0.90 2.02
C -3.77 -5.20 2.34
C -5.09 -5.69 1.72
C -6.31 -5.56 2.62
F -6.20 -6.28 3.75
F -7.43 -6.02 1.98
F -4.93 -6.97 1.28
F -5.31 -4.93 0.60
O -2.93 -6.22 2.90
C -3.24 -6.60 4.24
C -3.70 -8.07 4.35
F -4.80 -8.30 3.59
F -4.03 -8.38 5.63
F -4.14 -5.73 4.76
F -2.10 -6.43 4.95
H -3.18 -4.78 1.52
H -3.92 -4.36 3.03
H -6.50 -4.52 2.89
H -2.91 -8.75 4.02
C -7.06 -5.96 -2.09
C -7.00 -4.73 -3.01
C -8.33 -4.03 -3.24
F -9.25 -4.83 -3.82
F -8.18 -2.97 -4.08
F -6.42 -5.09 -4.19
F -6.14 -3.83 -2.44
O -7.13 -7.23 -2.73
C -8.44 -7.65 -3.12
C -8.60 -7.78 -4.64
F -8.35 -6.60 -5.27
F -9.87 -8.14 -4.98
F -9.36 -6.82 -2.57
F -8.63 -8.86 -2.54
H -6.11 -5.98 -1.54
H -7.82 -5.85 -1.30
H -8.75 -3.65 -2.30
H -7.91 -8.53 -5.05
C 4.10 10.72 1.96
C 2.94 9.72 1.78
C 3.31 8.45 1.02
F 3.72 8.70 -0.24
F 2.22 7.63 0.91
F 1.88 10.35 1.22
F 2.53 9.35 3.04
O 4.13 11.80 1.03
C 4.77 11.52 -0.22
C 3.81 11.60 -1.41
F 2.78 10.73 -1.28
F 4.44 11.28 -2.57
F 5.41 10.33 -0.13
F 5.74 12.46 -0.35
H 3.94 11.20 2.93
H 5.07 10.22 2.05
H 4.09 7.89 1.53
H 3.39 12.60 -1.51
*
```

Properties
HOMO level, eV: -4.671
E_tot, eV: -146597.2466

---

[6]
Density functional theory data (ωB97M-V/def2-TZVPD) for a molecular structure, C20H31AlO11 in a non-equilibrium geometry.

The geometry in ORCA input format:
```
! RIJCOSX wB97M-V def2-TZVPD def2/J DEFGRID3
* xyz 2 1
Al 3.76 -0.02 -0.48
O 1.13 -0.20 -0.78
H 0.21 -0.01 -0.55
O -3.05 -2.37 4.44
C -2.06 -1.96 3.93
O -1.02 -1.53 4.65
C -0.03 -0.89 3.84
C -0.68 -0.77 2.46
C -1.84 -1.77 2.42
H 0.84 -1.55 3.82
H 0.26 0.06 4.30
H 0.11 -0.80 1.69
H -1.13 0.22 2.34
H -1.53 -2.72 1.99
H -2.75 -1.41 1.94
O 2.34 2.57 -0.08
C 1.55 2.91 0.77
O 1.92 3.74 1.72
C 0.84 4.00 2.67
C -0.17 2.92 2.37
C 0.07 2.58 0.90
H 0.48 5.00 2.43
H 1.27 4.00 3.67
H -1.19 3.18 2.64
H 0.08 2.03 2.95
H -0.53 3.21 0.23
H -0.16 1.56 0.60
O -3.39 -1.41 -4.27
C -2.80 -1.01 -3.34
O -2.36 0.29 -3.27
C -1.92 0.60 -1.99
C -2.42 -0.51 -1.04
C -2.56 -1.69 -2.01
H -2.24 1.58 -1.62
H -0.81 0.66 -1.95
H -3.35 -0.28 -0.52
H -1.63 -0.61 -0.29
H -3.36 -2.39 -1.81
H -1.60 -2.23 -2.03
O 3.14 0.94 -3.04
C 2.52 1.92 -3.42
O 3.06 2.83 -4.19
C 2.06 3.85 -4.48
C 1.04 3.71 -3.35
C 1.07 2.20 -3.16
H 1.57 3.66 -5.43
H 2.50 4.85 -4.46
H 0.07 4.12 -3.62
H 1.34 4.23 -2.44
H 0.50 1.68 -3.93
H 0.80 1.84 -2.17
O 2.89 -2.63 0.55
C 1.94 -3.32 0.85
O 1.81 -3.90 2.03
C 0.70 -4.82 2.05
C 0.27 -4.93 0.59
C 0.70 -3.58 0.02
H -0.12 -4.47 2.68
H 1.07 -5.76 2.46
H -0.79 -5.17 0.45
H 0.72 -5.81 0.11
H -0.06 -2.82 0.22
H 0.90 -3.62 -1.05
*
```

Properties
Energy relative to the best compared isomer or geometry (same formula, charge and spin), kJ/mol: 260.0
HOMO level, eV: -15.321
E_tot, eV: -50339.8724

---

[7]
Density functional theory data (ωB97M-V/def2-TZVPD) for C10H17NSi in the gas phase in a non-equilibrium geometry.

The geometry in ORCA input format:
```
! RIJCOSX wB97M-V def2-TZVPD def2/J DEFGRID3
* xyz 0 1
C 2.06 1.73 -1.86
N 1.52 0.53 -1.07
Si 0.70 0.81 0.37
C 0.42 -1.04 1.00
C -0.66 -1.34 1.76
C -0.84 -2.63 2.21
C 0.15 -3.61 1.99
C 1.24 -3.21 1.21
C 1.45 -1.96 0.77
C -1.30 1.48 -0.04
C -1.69 0.60 -1.24
C -1.39 2.87 -0.50
H 2.97 1.32 -2.29
H 1.44 2.06 -2.66
H 2.28 2.52 -1.20
H 1.13 -0.09 -1.69
H 1.20 1.96 1.30
H -1.40 -0.59 1.73
H -1.75 -2.88 2.68
H 0.04 -4.69 2.18
H 1.90 -4.05 0.97
H 2.12 -1.72 -0.04
H -1.96 1.13 0.81
H -0.86 0.61 -1.94
H -1.92 -0.36 -0.86
H -2.66 0.98 -1.76
H -0.76 2.91 -1.40
H -1.07 3.47 0.35
H -2.34 3.21 -0.78
*
```

Properties
Energy relative to the best compared isomer or geometry (same formula, charge and spin), kJ/mol: 109.4
SMILES: CN[Si@H](c1ccccc1)C(C)C
HOMO level, eV: -8.501
E_tot, eV: -20012.3221